Entry 1:
{"formula": "CH5NOP", "method": "the ωB97M-V functional and the def2-TZVPD basis", "symbols": ["P", "H", "H", "C", "H", "H", "H", "N", "O"], "coordinates": [[0.492305, -1.174640, -1.208285], [0.291764, 1.223782, -0.498034], [-1.251147, 0.472062, -0.780119], [-0.296473, 0.299328, -0.365173], [1.892608, -1.046951, -1.459232], [0.958250, -1.670034, -0.012704], [-1.405113, -0.081616, 1.570090], [-0.418452, 0.314699, 1.229653], [-0.263743, 1.663370, 1.523803]], "forces_ev_per_a": [[-0.918, -0.383, -1.220], [-0.187, -0.658, -0.023], [-1.336, 0.110, -0.447], [1.727, -0.046, 1.676], [0.906, 0.279, -0.596], [0.133, -0.441, 1.403], [2.486, 0.909, -0.442], [-2.239, 3.618, -1.189], [-0.573, -3.387, 0.839]], "mulliken_spin": [0.36, -0.01, 0.13, 0.20, 0.10, 0.10, -0.03, 0.53, 0.62], "s2": 2.007, "multiplicity": 3, "homo_lumo_gap_ev": [3.44, 7.51], "e_homo_ev": [1.074, -3.916], "total_charge": -1}


Entry 2:
{"formula": "CH5NOS", "method": "the ωB97M-V functional and the def2-TZVPD basis", "symbols": ["C", "H", "N", "H", "H", "O", "H", "S", "H"], "coordinates": [[0.449173, -0.045188, -1.201577], [0.390675, 0.626840, -2.116584], [0.170973, -0.337055, 1.427743], [1.469091, -0.568164, -1.125995], [-0.414503, -0.765185, -1.164896], [-1.870269, 1.421164, 0.268035], [-0.239264, -0.031382, 2.262946], [0.271917, 0.923958, 0.440902], [-0.227792, -1.224989, 1.209427]], "forces_ev_per_a": [[0.510, 0.020, 0.795], [0.031, -0.700, 1.534], [1.237, -1.290, 0.904], [-1.586, 0.706, -0.252], [0.931, 0.768, -0.197], [4.312, -0.944, 0.208], [-0.510, 0.504, 1.583], [-4.503, 1.201, -3.603], [-0.422, -0.265, -0.972]], "lowdin_charge": [-0.27, 0.07, -0.33, 0.06, 0.05, -0.58, 0.03, 0.92, 0.06], "homo_lumo_gap_ev": [8.69, 8.77], "e_homo_ev": [-8.883, -8.706]}


Entry 3:
{"formula": "CH5NP2", "method": "the ωB97M-V functional and the def2-TZVPD basis", "symbols": ["H", "H", "C", "N", "P", "H", "H", "P", "H"], "coordinates": [[-1.652899, -0.341100, -1.827917], [-0.663038, 0.899683, -0.914901], [-1.405917, 0.179438, -0.928723], [0.455850, -0.104391, 0.907541], [-0.659585, -1.119857, 0.217368], [-2.394330, 0.397588, -0.277146], [2.762062, -0.098176, 1.277102], [1.517312, -0.327337, 2.160394], [1.797474, -1.691636, 2.171124]], "forces_ev_per_a": [[-0.284, 0.238, -0.863], [0.888, 1.806, -0.401], [-2.893, -2.678, 3.249], [-2.953, -2.231, -1.976], [2.295, 2.929, 1.111], [2.080, 0.094, -1.852], [-1.390, -0.074, 1.345], [2.325, 0.736, -0.696], [-0.068, -0.821, 0.083]], "lowdin_charge": [-0.01, -0.03, -0.36, -0.77, 0.78, 0.07, -0.07, 0.56, -0.17], "homo_lumo_gap_ev": 8.21, "e_homo_ev": -8.828, "smiles": "C/P=N/P"}


Entry 4:
{"formula": "CH5NiO2", "method": "the ωB97M-V functional and the def2-TZVPD basis", "symbols": ["O", "H", "H", "H", "O", "H", "Ni", "H", "C"], "coordinates": [[-0.035846, 0.103398, 0.283986], [-1.918320, -0.280790, -0.451001], [-1.865469, 0.292749, 1.238949], [3.065109, -0.542021, -0.265308], [2.296568, -0.805130, -0.772356], [0.664255, 0.865116, -0.048884], [0.793016, -1.493133, -0.111917], [-1.570180, 1.444298, -0.113630], [-1.429137, 0.415510, 0.240158]], "forces_ev_per_a": [[2.534, 2.978, -0.550], [0.062, 0.260, 0.080], [0.284, 0.116, -0.236], [0.305, -0.024, 0.118], [-0.486, -0.461, 0.003], [-2.736, -2.576, 1.090], [1.220, -0.420, -0.472], [0.002, -0.376, 0.148], [-1.183, 0.501, -0.181]], "mulliken_spin": [0.05, 0.00, 0.00, 0.00, 0.27, 0.00, 1.67, 0.00, 0.01], "s2": 2.006, "multiplicity": 3, "homo_lumo_gap_ev": [9.89, 8.57], "e_homo_ev": [-15.866, -15.566], "total_charge": 1}